Record 1
Computed, not measured: a structure of composition C26H35BClINO3Si2Tc, with wB97M-V/def2-TZVPD.

Summary:
2S+1 ... 4
E_HOMO (alpha / beta) ... -11.037 / -11.033 eV
Frontier orbital gap (alpha / beta) ... 0.257 / 0.215 Eh
Largest force on an atom ... 0.91 eV/A
LUMO (alpha / beta) ... -4.0474 / -5.1825 eV
Net charge ... +1
E_tot ... -2734.63837 hartree

XYZ file:
```
71
Properties=species:S:1:pos:R:3:lowdin_spin:R:1
Tc 0.84164 -2.22003 -0.37782 2.4447
Cl 5.18305 -2.41542 4.92300 0.0072
C 4.49480 -2.45573 3.34399 0.0252
C 5.28376 -2.75725 2.26114 -0.0091
C 4.75705 -2.79761 0.96295 0.0298
I 5.94914 -3.28668 -0.67471 0.0067
C 3.41917 -2.51765 0.73207 -0.0033
O 2.82244 -2.51805 -0.44884 0.0961
C 2.62093 -2.20588 1.85620 0.0111
N 1.30410 -1.94697 1.56700 0.0028
C 0.46793 -1.63863 2.55427 0.0339
C 0.88534 -1.60275 3.88058 -0.0027
C 2.20003 -1.87127 4.19568 0.0345
C 3.11990 -2.17269 3.17425 -0.0003
H 6.33282 -2.96740 2.41623 -0.0009
H -0.55135 -1.40622 2.27056 0.0042
H 0.16469 -1.35965 4.64712 -0.0008
H 2.53344 -1.84946 5.22471 0.0018
C 1.01450 6.56961 0.67212 0.0002
C -0.12809 5.76581 0.03048 0.0004
C -0.60358 6.47417 -1.24881 0.0003
C -1.29765 5.72346 1.01605 0.0000
C 0.37535 4.37043 -0.32761 0.0034
C 1.44600 4.24158 -1.22506 0.0026
C 1.96209 3.01741 -1.62034 0.0017
C 1.37018 1.89541 -1.08269 0.0025
O 1.65876 0.56348 -1.27675 0.0188
B 0.74769 -0.12916 -0.51401 0.0398
O -0.07977 0.73094 0.18168 0.0148
C 0.31244 2.00270 -0.19018 0.0036
C -0.20307 3.21865 0.20335 0.0002
H 0.66051 7.56334 0.95197 0.0000
H 1.85414 6.69364 -0.01127 0.0000
H 1.37603 6.06771 1.57154 0.0000
H -1.03479 7.44373 -0.99388 0.0001
H -1.36798 5.88146 -1.75445 0.0000
H 0.21660 6.64311 -1.94675 0.0000
H -1.61364 6.74283 1.23778 0.0000
H -1.01029 5.25123 1.95769 0.0000
H -2.15491 5.19375 0.59585 0.0000
H 1.89902 5.13321 -1.63683 0.0001
H 2.79090 2.94492 -2.31156 0.0000
H -1.02771 3.26115 0.90081 -0.0001
C -2.93543 -5.01174 -1.08386 0.0134
Si -1.89727 -3.77688 -0.11713 0.0371
C -0.57657 -4.73664 0.87759 0.0117
C -2.97389 -2.77973 1.06639 0.0019
C -0.95640 -2.60365 -1.30731 0.1013
Si -1.95094 -1.39538 -2.41030 0.0300
C -3.04721 -2.33234 -3.62244 0.0054
C -2.97780 -0.27587 -1.30249 0.0034
C -0.66822 -0.41373 -3.40212 0.0050
H -3.39653 -5.71798 -0.38886 0.0018
H -2.33186 -5.58390 -1.79052 0.0001
H -3.73649 -4.52394 -1.63901 0.0000
H -0.89777 -5.76920 1.02698 0.0020
H -0.41350 -4.30352 1.86697 0.0006
H 0.39453 -4.79862 0.36799 0.0010
H -3.07085 -3.28881 2.02749 0.0000
H -3.97878 -2.67164 0.65475 0.0002
H -2.58393 -1.77557 1.24525 0.0009
H -0.38151 -3.25265 -2.02797 0.0105
H -3.84928 -2.88593 -3.13325 0.0000
H -2.46996 -3.03472 -4.22711 0.0001
H -3.51325 -1.61573 -4.30276 0.0010
H -3.83626 -0.80558 -0.88616 0.0000
H -3.36016 0.57366 -1.87226 0.0006
H -2.37830 0.11359 -0.47831 0.0004
H 0.30614 -0.90802 -3.41142 0.0020
H -0.52438 0.58468 -2.97973 0.0001
H -0.98576 -0.28538 -4.43796 0.0004
```

=====

Record 2
Computed, not measured: a cluster of 2 separate species, C5H15NO in total at a distorted geometry, with wB97M-V/def2-TZVPD.

Summary:
E_HOMO ... -8.373 eV
Frontier orbital gap ... 0.339 Eh
Energy above the lowest of the compared OMol25 structures with the same formula, charge and spin ... 213.00 kJ/mol
Largest force on an atom ... 3.30 eV/A
LUMO ... 0.8542 eV
SMILES ... CC[C@@H](C)NC.O
E_tot ... -329.42648 hartree

XYZ file:
```
22
Properties=species:S:1:pos:R:3:nbo_charge:R:1
C 1.97332 -0.06685 -2.47875 -0.4145
N 0.61723 0.12372 -1.94880 -0.6657
C -1.42216 1.13919 1.06214 -0.6446
C -1.07852 1.01024 -0.50416 -0.3780
C 0.31355 0.33834 -0.51480 -0.0428
C 0.33413 -1.03713 0.17786 -0.6711
H 2.36150 -1.05436 -2.68631 0.1770
H 2.56649 0.43730 -1.68056 0.1923
H 2.10723 0.58859 -3.35182 0.1936
H -0.08538 -0.29920 -2.53498 0.3650
H -2.44577 1.54555 1.09607 0.2322
H -0.52024 1.34884 1.66510 0.2192
H -1.48560 0.08185 1.23614 0.1939
H -1.65428 0.23865 -1.01919 0.1888
H -1.10031 1.94739 -1.05237 0.2139
H 1.02611 1.01393 -0.01625 0.1952
H 0.73003 -1.27242 1.19513 0.2125
H -0.63303 -1.54456 0.26709 0.2055
H 1.08624 -1.61615 -0.38461 0.2266
H -0.55110 -0.54011 3.28893 0.4651
H -1.42701 -1.50454 4.00433 0.4647
O -0.71242 -0.87826 4.17981 -0.9286
```

=====

Record 3
Computed, not measured: the ion C12H14NS with charge +1 at a distorted geometry, with wB97M-V/def2-TZVPD.

Summary:
2S+1 ... 3
E_HOMO (alpha / beta) ... -8.863 / -12.210 eV
Frontier orbital gap (alpha / beta) ... 0.219 / 0.205 Eh
Largest force on an atom ... 4.97 eV/A
LUMO (alpha / beta) ... -2.9008 / -6.6431 eV
Net charge ... +1
E_tot ... -918.11549 hartree

XYZ file:
```
28
Properties=species:S:1:pos:R:3:nbo_charge:R:1
C 4.57814 -0.65203 0.31668 -0.1360
C 3.43031 -1.48126 0.58527 -0.1962
C 4.45694 0.56894 -0.25663 -0.2019
C 2.22803 -0.97377 0.40082 -0.1790
C 3.20142 1.04547 -0.51220 -0.1791
C 2.10263 0.29091 -0.25458 -0.0774
C -2.19234 -1.46860 -1.38552 -0.2257
C -2.88593 -1.25366 -0.28235 -0.3001
C -1.02319 -0.71958 -1.83849 -0.3633
C -2.52593 -0.20955 0.79671 -0.2822
C -0.12946 0.02865 -1.23222 0.0529
C 0.68677 0.79453 -0.51391 -0.1374
N -2.43548 1.22532 0.24619 -0.6973
S 0.42764 2.58011 -0.29109 0.0740
H 5.45981 -1.18910 0.48667 0.2266
H 3.62641 -2.50733 1.05433 0.2415
H 5.37834 1.21524 -0.37036 0.2423
H 1.27785 -1.50899 0.41230 0.2248
H 3.10170 2.01858 -0.77503 0.2072
H -2.47295 -2.23847 -2.01563 0.2365
H -3.86272 -1.76064 -0.02446 0.2354
H -0.93210 -0.83924 -2.89519 0.2766
H -3.38489 -0.20436 1.60426 0.2462
H -1.57496 -0.48660 1.26503 0.2329
H -1.99714 1.74685 0.98075 0.4454
H -3.37034 1.45613 -0.11571 0.4494
H -1.82507 1.28939 -0.54300 0.4379
H 1.58742 2.72641 0.24595 0.1460
```

=====

Record 4
Computed, not measured: a structure of composition C12H20MgN2O5Se3Te, with wB97M-V/def2-TZVPD.

Summary:
E_HOMO ... -1.627 eV
Frontier orbital gap ... 0.225 Eh
Energy above the lowest of the compared OMol25 structures with the same formula, charge and spin ... 0.00 kJ/mol
Largest force on an atom ... 0.19 eV/A
LUMO ... 4.4827 eV
Net charge ... -2
E_tot ... -8627.69286 hartree

XYZ file:
```
44
Properties=species:S:1:pos:R:3:nbo_charge:R:1
Mg -0.33158 0.90223 -0.48224 1.7295
O -0.99483 -2.88349 0.96999 -0.7087
C -1.05491 -1.66849 0.78168 0.8010
O -0.10456 -0.93269 0.33707 -0.9236
C -2.32944 -0.91150 1.20529 -0.3457
C -1.94707 0.35793 1.99267 0.0774
C -3.13459 0.90692 2.78344 -0.4237
C -4.00681 1.51031 1.65468 -0.4364
C -3.16117 1.20101 0.41943 0.0910
O -1.82364 1.33456 0.93815 -0.6115
C -3.21340 -0.29655 0.05781 -0.3576
C -2.73041 -0.50348 -1.39658 0.8016
O -3.39819 -1.23390 -2.12891 -0.7113
O -1.69976 0.17168 -1.73555 -0.9080
H -2.92213 -1.59801 1.80901 0.2144
H -1.00239 0.31008 2.52695 0.2408
H -3.63774 0.12300 3.35213 0.1903
H -2.79351 1.68802 3.46257 0.2323
H -5.00040 1.06406 1.58414 0.1912
H -4.10127 2.58888 1.77906 0.2305
H -3.27738 1.88193 -0.41960 0.2322
H -4.22715 -0.69086 0.11702 0.2143
Se 1.43999 1.99607 1.65902 -0.8642
Se -1.37597 4.70487 2.45990 -0.8131
Te 0.50859 4.19504 0.97520 0.7385
Se -0.38993 3.52107 -1.25542 -0.8759
C 4.27903 -0.48179 -2.17060 -0.6156
C 3.22044 -1.21368 -1.35045 0.0962
C 3.27143 -2.71060 -1.64772 -0.6054
C 3.45171 -0.99315 0.15043 -0.6482
N 1.88554 -0.78472 -1.79121 -0.4922
N 1.57174 0.58726 -1.52921 -0.7823
H 5.27864 -0.83774 -1.90969 0.1936
H 4.24822 0.59316 -1.98198 0.2103
H 4.10901 -0.65071 -3.23620 0.2054
H 4.23771 -3.12729 -1.35404 0.1896
H 3.11237 -2.89036 -2.71240 0.2071
H 2.48856 -3.23021 -1.09095 0.2247
H 4.41262 -1.42024 0.45201 0.1883
H 2.65232 -1.46865 0.72227 0.2411
H 3.46224 0.06396 0.42458 0.2244
H 1.19588 -1.31005 -1.25310 0.3970
H 1.68205 1.13449 -2.37348 0.3740
H 2.15014 1.00156 -0.79519 0.3869
```

=====

Record 5
Computed, not measured: the ion C7H15N2OS with charge +1 at a distorted geometry, with wB97M-V/def2-TZVPD.

Summary:
2S+1 ... 3
E_HOMO (alpha / beta) ... -9.680 / -13.019 eV
Frontier orbital gap (alpha / beta) ... 0.265 / 0.204 Eh
Energy above the lowest of the compared OMol25 structures with the same formula, charge and spin ... 145.74 kJ/mol
Largest force on an atom ... 5.70 eV/A
LUMO (alpha / beta) ... -2.4642 / -7.4587 eV
Net charge ... +1
E_tot ... -858.16215 hartree

XYZ file:
```
26
Properties=species:S:1:pos:R:3:nbo_charge:R:1
C -0.37310 0.97011 0.92239 0.5953
C 0.44877 -1.11914 -0.26143 0.0810
C -0.23997 1.52780 2.32326 -0.6624
C -1.84246 2.69211 -0.05182 -0.4127
C 1.21332 -1.89503 -2.50432 -0.3952
C 1.14525 0.50723 -1.80445 -0.4890
C -0.29871 -2.56644 1.77736 -0.8336
N -1.02443 1.47336 -0.02233 -0.4954
N 0.73054 -0.86691 -1.53585 -0.1310
O 0.29592 -0.29198 0.72588 -0.5326
S 0.23297 -2.77205 0.08404 0.6556
H 0.65742 2.02308 2.25961 0.2414
H -0.27588 0.64839 2.90469 0.2298
H -1.00037 2.18562 2.41316 0.2299
H -1.16499 3.34591 -0.41772 0.2158
H -2.71082 2.25716 -0.62577 0.2377
H -2.05268 3.01088 0.90260 0.1823
H 0.48440 -1.90134 -3.20416 0.2315
H 1.17760 -2.78858 -1.94866 0.2158
H 2.10511 -1.52317 -2.99759 0.2435
H 1.30205 0.72673 -2.83184 0.2303
H 2.04091 0.81055 -1.33271 0.2361
H 0.24398 1.10625 -1.44588 0.2888
H -1.37748 -2.60459 1.97272 0.2756
H 0.06710 -1.58454 2.23272 0.2832
H 0.21555 -3.37142 2.46613 0.2785
```